Entry 1:
Below is a structure of composition C12H21N11PtS4 at a distorted geometry, with properties calculated with ωB97M-V/def2-TZVPD.

The net charge is -2. The value obtained for the LUMO energy (spin up / spin down) is 4.16 / 4.16 eV. Its HOMO energy (spin up / spin down) is -0.7 / -0.8 eV. For the energy relative to the best compared isomer or geometry (same formula, charge and spin), the calculation gives 47.2 kcal per mole. Its energy is -2784.3127 Eh.

```
49
C12H21N11PtS4 ωB97M-V/def2-TZVPD
Pt -0.4311 -0.0630 2.9970
S -4.7694 0.4856 1.4278
C -3.2724 0.3258 2.1385
S -2.8039 -1.0310 3.0606
S -2.0603 1.5403 1.9588
N 2.4014 0.0437 5.1642
C 1.1650 0.1059 5.7519
N 1.0003 0.0983 7.0689
N -0.3267 0.1516 7.2341
N -0.9236 0.1862 6.1041
N -0.0253 0.1554 5.1227
C 2.6782 0.2469 3.8469
N 3.9303 0.3030 3.3841
N 3.7962 0.5101 2.0809
N 2.5508 0.5738 1.7666
N 1.7902 0.4098 2.8533
H 3.1899 -0.0331 5.7856
C 1.4430 3.3868 -4.4375
C 1.7909 2.0632 -3.7684
C 1.3235 1.9896 -2.3154
C 1.6220 0.5940 -1.7457
N 1.0609 0.3131 -0.4523
C -0.0617 -0.4056 -0.2697
S -0.1347 -1.5818 0.9305
N -1.0484 -0.2983 -1.1967
C -2.4027 -0.7595 -0.9753
C -2.9172 -1.6664 -2.0997
C -2.5472 -3.1382 -1.9096
C -1.0528 -3.3802 -2.0784
H 1.7925 3.3966 -5.4695
H 1.9059 4.2159 -3.9078
H 0.3657 3.5396 -4.4351
H 2.8729 1.9085 -3.8053
H 1.3255 1.2494 -4.3318
H 0.2520 2.1958 -2.2565
H 1.8382 2.7394 -1.7134
H 2.7083 0.4780 -1.6534
H 1.2602 -0.1619 -2.4577
H 1.6974 0.4018 0.3794
H -0.9704 0.5058 -1.7992
H -3.0645 0.1077 -0.8759
H -2.4231 -1.3018 -0.0273
H -2.5254 -1.3157 -3.0612
H -4.0061 -1.5779 -2.1246
H -3.1053 -3.7430 -2.6324
H -2.8468 -3.4512 -0.9087
H -0.7278 -3.0947 -3.0795
H -0.8065 -4.4292 -1.9185
H -0.5090 -2.7885 -1.3488
```

=====

Entry 2:
Below is a structure of composition C12H18BeN6O4S at a distorted geometry, with properties calculated with ωB97M-V/def2-TZVPD.

The value obtained for the LUMO energy is 0.31 eV. Its HOMO energy is -7.6 eV. For the energy relative to the best compared isomer or geometry (same formula, charge and spin), the calculation gives 0.0 kcal per mole. Its energy is -1510.4310 Eh.

```
42
C12H18BeN6O4S ωB97M-V/def2-TZVPD
Be -0.1656 -0.0172 0.0060
S 2.5670 -0.7725 -0.6210
O 1.7078 0.2869 -1.2274
O 1.6871 -1.1273 0.5500
O 2.7636 -1.8985 -1.5191
O 3.8039 -0.1969 -0.0900
C 1.3039 -0.3204 -4.3227
C 0.2816 -0.5275 -3.3224
N -0.5360 -0.6443 -2.5300
H 2.3000 -0.3737 -3.8773
H 1.1748 0.6617 -4.7705
H 1.3333 -1.1480 -5.0318
C -4.6546 1.5154 1.4222
C -3.4689 1.0067 0.7481
N -2.5521 0.6015 0.2024
H -4.8209 2.5577 1.1526
H -4.4902 1.4756 2.4970
H -5.5389 0.9565 1.1275
C 0.2228 -1.8101 4.7610
C -0.3537 -1.2028 3.5747
N -0.7763 -0.7085 2.6327
H 0.5796 -1.0276 5.4315
H 1.0984 -2.4173 4.5381
H -0.5189 -2.4150 5.2784
C -2.0151 2.9120 -3.4522
C -1.1253 2.5871 -2.3518
N -0.4716 2.2918 -1.4605
H -2.4365 3.9095 -3.3958
H -2.8147 2.1654 -3.4455
H -1.5356 2.7211 -4.4125
C 0.4913 -4.0722 0.7575
C -0.4824 -3.0714 0.3357
N -1.1765 -2.2199 0.0117
H 0.0028 -4.9882 1.0764
H 0.9969 -3.6433 1.6239
H 1.2051 -4.1520 -0.0604
C 3.2276 2.2455 1.3179
C 1.7958 2.0338 1.4241
N 0.6585 1.8877 1.4505
H 3.4641 2.6970 0.3603
H 3.7478 1.3076 1.4934
H 3.5202 2.9341 2.1170
```

=====

Entry 3:
Below is a cluster of 2 separate species, C5H7F3O in total, with properties calculated with ωB97M-V/def2-TZVPD.

The value obtained for the LUMO energy is 0.85 eV. Its HOMO energy is -11.7 eV. For the energy relative to the best compared isomer or geometry (same formula, charge and spin), the calculation gives 0.0 kcal per mole. Its energy is -569.5604 Eh.

```
16
C5H7F3O ωB97M-V/def2-TZVPD
C -3.7551 1.5423 -0.6823
C 1.8831 0.1295 -0.1586
C -0.1095 -1.4083 -0.5502
C -0.1546 0.2799 1.3030
C 0.3689 -0.0294 -0.1120
O -3.0328 1.9861 -1.4250
F -1.5007 0.2070 1.3543
F 0.1827 1.5243 1.6984
F -0.1877 0.9073 -0.9723
H 0.2445 -0.4286 2.0464
H 2.3601 -0.6403 0.4403
H 2.1668 1.1091 0.2193
H 2.2185 0.0453 -1.1886
H 0.2929 -1.6386 -1.5336
H -1.1956 -1.4194 -0.5978
H 0.2185 -2.1662 0.1587
```

=====

Entry 4:
Below is a structure of composition C19H30IrN7O6S4, with properties calculated with ωB97M-V/def2-TZVPD.

The net charge is +1. The value obtained for the LUMO energy (spin up / spin down) is -3.12 / -4.93 eV. Its HOMO energy (spin up / spin down) is -11.0 / -10.9 eV. As for the expectation value of S²: 0.755. The multiplicity is 2. For the energy relative to the best compared isomer or geometry (same formula, charge and spin), the calculation gives 6.4 kcal per mole. Its energy is -3273.6885 Eh.

```
67
C19H30IrN7O6S4 ωB97M-V/def2-TZVPD
Ir 0.4397 -0.1918 0.4155
O -0.6017 1.4449 4.3376
S 0.2780 1.3628 3.2070
O 0.3799 2.5323 2.3690
O -0.0711 0.1160 2.4208
C 1.9106 1.0010 3.8439
C 2.0874 1.2472 5.1927
C 3.3226 1.0444 5.7992
C 4.3933 0.5923 5.0559
C 4.2308 0.3349 3.7009
C 3.0003 0.5302 3.0934
S 2.9706 0.1246 1.3654
O 2.0955 1.1274 0.6623
O 4.3078 0.0170 0.9089
O 2.1542 -1.1466 1.1863
H 1.2423 1.5981 5.7676
H 3.4366 1.2457 6.8557
H 5.3586 0.4367 5.5172
H 5.0624 -0.0138 3.1061
C 2.1150 -4.2121 -1.2336
N 1.2462 -3.5011 -0.3073
C -0.0037 -3.1917 -0.5891
S -0.8726 -2.0633 0.4413
N -0.6247 -3.7949 -1.5894
C -1.9629 -3.5156 -2.0934
H 3.1326 -4.1480 -0.8616
H 2.0737 -3.7420 -2.2198
H 1.8435 -5.2675 -1.2991
H 1.6840 -2.9688 0.4332
H -0.1032 -4.5054 -2.0814
H -2.3439 -2.6144 -1.6236
H -2.6314 -4.3473 -1.8774
H -1.9116 -3.3589 -3.1698
C -3.0256 0.4895 1.4177
N -2.4193 1.8122 1.3019
C -2.7447 2.7353 2.3921
C -1.5122 2.0866 0.3737
N -0.8479 1.0633 -0.2689
N -1.2531 3.3255 -0.0378
C -2.2226 4.4122 0.0049
C 0.0446 3.6497 -0.6312
H -4.0998 0.6152 1.5532
H -2.6097 -0.0381 2.2764
H -2.8472 -0.0833 0.5129
H -2.7692 2.1562 3.3132
H -3.7109 3.2153 2.2362
H -1.9574 3.4743 2.4916
H -0.8924 1.1030 -1.2924
H -3.2275 4.0150 0.1103
H -2.1616 4.9491 -0.9415
H -2.0186 5.1131 0.8146
H 0.8041 2.9622 -0.2727
H 0.3167 4.6544 -0.3121
H -0.0019 3.6226 -1.7219
C -0.1071 -2.6433 -6.0538
C -0.4772 -1.6964 -4.9566
C -1.6400 -0.9326 -4.9928
C -1.8732 -0.0986 -3.9182
N -1.0253 0.0109 -2.8972
C 0.0610 -0.7668 -2.9415
S 1.3113 -0.6147 -1.7109
N 0.3541 -1.6294 -3.9139
H -0.7913 -2.5724 -6.8963
H -0.1162 -3.6686 -5.6796
H 0.9072 -2.4347 -6.3921
H -2.3248 -0.9815 -5.8268
H -2.7614 0.5222 -3.8752
```

=====

Entry 5:
Below is a structure of composition C5H12NO2 at a distorted geometry, with properties calculated with ωB97M-V/def2-TZVPD.

The net charge is -2. The value obtained for the LUMO energy (spin up / spin down) is 6.79 / 6.78 eV. Its HOMO energy (spin up / spin down) is 2.4 / 0.9 eV. As for the expectation value of S²: 0.753. The multiplicity is 2. For the energy relative to the best compared isomer or geometry (same formula, charge and spin), the calculation gives 99.5 kcal per mole. Its energy is -402.6738 Eh.

```
20
C5H12NO2 ωB97M-V/def2-TZVPD
C 1.6818 -0.9052 -0.4837
O 2.9793 -0.7189 0.0319
C 0.5758 -0.3274 0.3507
C -0.7661 -0.3423 -0.4017
C -1.9130 0.3541 0.4653
C -3.1844 0.0689 -0.9213
N -3.4567 -0.1630 0.4343
H 1.4902 -1.9786 -0.5226
H 1.5529 -0.5045 -1.4850
H 0.4541 -0.9781 1.2130
H 0.9826 0.7130 0.6012
H -0.6059 0.0770 -1.4128
H -1.0308 -1.4740 -0.3968
H -1.7264 0.2733 1.5513
H -1.8785 1.5070 0.1482
H -2.7735 -0.6179 -1.6438
H -3.5537 1.0306 -1.4087
H 2.9849 2.1360 -0.1133
H 2.8554 0.5423 0.4402
O 2.9058 1.6346 0.7097
```

=====

Entry 6:
Below is a cluster of 2 separate species, H4O2 in total at a distorted geometry, with properties calculated with ωB97M-V/def2-TZVPD.

The value obtained for the LUMO energy is 0.65 eV. Its HOMO energy is -11.6 eV. Its SMILES is O.O. For the energy relative to the best compared isomer or geometry (same formula, charge and spin), the calculation gives 5.0 kcal per mole. Its energy is -152.8669 Eh.

```
6
H4O2 ωB97M-V/def2-TZVPD
H 1.1545 -0.5343 0.4242
H 1.9719 0.6722 0.0339
H -2.3256 0.1189 0.3355
H -1.0373 0.3571 -0.4514
O 1.8730 -0.3011 -0.1753
O -1.6364 -0.3128 -0.1668
```